# 1
Below is a molecular structure, C30H43BN10O2Y, with properties calculated with ωB97M-V with the def2-TZVPD basis set.

The geometry in XYZ format:
```
87
Properties=species:S:1:pos:R:3:forces:R:3
Y -0.2769 -0.1735 0.0992 -0.314 0.002 0.037
C -1.0909 -3.5353 -1.9297 -0.003 -0.039 0.025
C -0.3075 -3.6109 -0.6600 -0.030 0.060 0.011
C 0.2146 -4.7576 -0.0706 0.013 0.019 -0.045
C 0.9091 -4.3213 1.0429 0.003 0.000 0.061
C 1.6889 -5.1388 2.0178 -0.026 -0.016 -0.017
N 0.7867 -2.9846 1.1129 0.001 0.007 0.045
N 0.0204 -2.5366 0.0678 0.123 0.006 -0.008
B 1.5761 -2.0407 2.0666 -0.024 0.057 -0.031
N 2.5251 -1.1148 1.2421 -0.050 -0.018 0.061
N 2.0733 -0.1802 0.3483 -0.036 -0.095 0.042
C 3.1388 0.4575 -0.1329 -0.084 0.042 -0.063
C 2.9967 1.5329 -1.1589 0.028 -0.021 0.015
C 4.2959 -0.0557 0.4476 -0.001 -0.028 0.023
C 3.8671 -1.0476 1.3133 0.039 -0.009 -0.012
C 4.6919 -1.9182 2.2005 0.013 0.016 -0.014
N 0.6465 -1.1540 2.9403 0.067 -0.023 -0.048
N 0.0814 -0.0258 2.4101 0.067 -0.005 0.018
C -0.2313 0.7809 3.4246 -0.061 0.045 -0.069
C -0.7510 2.1605 3.1949 -0.006 -0.026 0.015
C 0.0811 0.1526 4.6299 0.050 -0.007 0.008
C 0.6477 -1.0613 4.2838 0.001 -0.024 0.022
C 1.2083 -2.1197 5.1731 -0.038 0.014 0.009
H -0.7076 -4.2704 -2.6358 -0.010 -0.003 0.001
H -1.0136 -2.5550 -2.3964 0.013 0.013 0.002
H -2.1457 -3.7544 -1.7619 -0.004 -0.010 -0.012
H 0.1238 -5.7710 -0.4223 0.004 -0.005 0.004
H 1.5607 -6.1927 1.7804 0.009 -0.002 0.013
H 1.3540 -4.9720 3.0409 -0.011 0.002 -0.001
H 2.7525 -4.9054 1.9753 0.002 0.003 -0.012
H 2.2349 -2.7217 2.7852 -0.015 0.027 -0.028
H 1.9850 1.9425 -1.1727 0.000 -0.005 0.004
H 3.2189 1.1438 -2.1539 0.001 0.006 0.000
H 3.6849 2.3517 -0.9554 0.000 0.002 -0.005
H 5.3121 0.2522 0.2708 0.002 0.001 0.000
H 5.7435 -1.6823 2.0537 0.003 -0.012 0.013
H 4.5432 -2.9745 1.9776 -0.004 0.001 -0.014
H 4.4486 -1.7619 3.2514 -0.005 0.010 0.000
H -0.2700 2.6198 2.3315 0.009 -0.006 -0.003
H -0.5515 2.7808 4.0668 -0.004 0.001 0.000
H -1.8226 2.1687 3.0182 0.031 0.013 -0.010
H -0.0555 0.5448 5.6233 0.006 -0.005 0.007
H 0.9475 -1.8992 6.2059 0.009 -0.011 0.003
H 2.2947 -2.1707 5.0986 0.006 0.013 -0.004
H 0.8120 -3.1029 4.9192 -0.006 0.001 0.000
C -3.1958 -3.3113 3.8039 -0.001 0.008 -0.002
C -3.3003 -2.0861 2.9388 0.007 -0.012 -0.010
C -3.1351 -2.1593 1.5599 0.035 -0.017 0.030
C -3.1511 -1.0121 0.7777 0.036 0.007 -0.024
C -3.1526 -1.1367 -0.7313 0.023 0.010 0.052
C -3.3209 0.2434 1.3835 0.006 -0.053 -0.010
C -3.6568 0.3210 2.7360 0.018 0.007 0.004
C -4.1123 1.5947 3.4002 -0.032 -0.024 -0.002
C -3.6036 -0.8496 3.4907 -0.018 0.029 0.023
C -2.9804 1.4665 0.5594 0.179 -0.142 0.035
O -3.6792 2.4395 0.4481 -0.039 0.050 -0.042
O -1.7776 1.3273 0.0119 -0.114 0.273 -0.049
H -3.0639 -4.2106 3.2036 -0.002 0.000 -0.001
H -4.0878 -3.4387 4.4179 -0.001 0.000 0.003
H -2.3432 -3.2285 4.4814 0.003 0.001 -0.001
H -3.0074 -3.1279 1.0867 -0.007 0.003 -0.005
H -3.6126 -2.0791 -1.0227 -0.009 -0.003 0.008
H -2.1630 -1.1425 -1.2004 0.027 -0.046 -0.132
H -3.7089 -0.3226 -1.1934 0.011 0.008 0.001
H -3.9051 2.4804 2.8062 0.005 -0.006 -0.003
H -3.6687 1.6995 4.3909 -0.003 0.003 0.004
H -5.1957 1.5532 3.5296 0.000 -0.004 0.010
H -3.8103 -0.7842 4.5543 -0.002 -0.009 0.000
C -0.2323 2.2502 -6.2075 -0.001 -0.003 0.016
C 0.3402 0.9077 -6.6491 0.003 0.005 -0.064
C 1.8573 0.8678 -6.5009 0.003 -0.001 0.012
C -0.3359 -0.2655 -5.9400 0.025 0.029 0.082
N -0.1077 -0.2579 -4.4887 0.046 -0.054 -0.095
C -0.7731 0.3645 -3.5225 -0.109 0.100 0.056
N -0.1552 0.1283 -2.3856 0.198 -0.134 0.088
N 0.9095 -0.6511 -2.6906 0.058 -0.210 -0.065
N 0.9440 -0.8951 -3.9412 -0.104 0.202 0.011
H 0.1835 3.0559 -6.8111 0.002 -0.005 -0.006
H 0.0252 2.4707 -5.1679 -0.007 0.001 0.001
H -1.3186 2.2851 -6.3125 -0.003 0.002 0.004
H 0.0913 0.7585 -7.7044 0.007 0.014 0.005
H 2.1593 1.0447 -5.4662 0.002 -0.004 -0.001
H 2.3147 1.6453 -7.1117 -0.006 0.004 -0.002
H 2.2694 -0.0931 -6.8110 0.000 -0.001 0.001
H 0.0516 -1.2173 -6.2972 -0.006 -0.015 0.015
H -1.4151 -0.2452 -6.0885 -0.002 -0.008 -0.001
H -1.6654 0.9530 -3.6560 0.002 0.003 0.006
```
Positions in Å, forces in eV/Å.

## Properties
Energy above the lowest of the compared OMol25 structures with the same formula, charge and spin   8.3 kcal per mole
HOMO   -11.15 eV
Molar mass   675.46 u
2S+1   1
Electronic energy   -1930.28435 Eh
Charge   +1

These are the Mulliken partial charges, in e, on atoms 1 to 6: 1.56, -1.17, 0.36, -1.59, 0.92, -1.34

***

# 2
Below is a molecular structure, C30H43BrFeN2P2S, with properties calculated with ωB97M-V with the def2-TZVPD basis set.

The geometry in XYZ format:
```
80
Properties=species:S:1:pos:R:3:forces:R:3
C 0.2301 4.5927 -1.2404 0.076 0.049 -0.666
C -0.3478 3.4571 -1.8368 0.282 1.219 -1.226
C -0.6921 3.4986 -3.2113 0.527 0.808 0.103
C -0.4839 4.7089 -3.9003 -0.415 -0.304 0.936
N -0.0124 5.8089 -3.2961 0.445 -0.006 -0.102
C 0.3954 5.7495 -2.0244 -0.607 -0.788 0.312
C -0.5801 2.2641 -1.1077 -3.128 -3.345 0.885
C -1.2983 1.2853 -0.6103 1.038 3.030 -1.564
C -2.2171 0.6783 0.2898 -0.585 -0.560 -0.005
C -1.8265 -0.4816 0.9865 0.009 -0.004 -0.026
C -2.6062 -0.9639 2.0322 0.038 0.348 -0.467
C -3.8369 -0.3382 2.2554 0.675 0.453 -0.146
C -4.2385 0.8164 1.5711 0.119 -0.231 -0.181
C -3.4449 1.2945 0.5426 0.441 0.252 0.546
Fe 0.4813 0.8682 -0.3391 0.968 0.968 -0.396
P 2.4447 -0.0315 0.1220 1.848 -0.814 0.243
H -1.0633 2.6264 -3.7514 -0.011 0.220 0.319
H 0.5792 4.5497 -0.2109 -0.287 0.261 -0.368
H -0.7977 4.7993 -4.9479 0.296 0.046 0.428
H 0.8188 6.6414 -1.5362 -0.232 -0.323 -0.613
H -3.6522 2.2103 -0.0075 -0.276 -0.196 0.192
H -0.9353 -1.0544 0.6501 -0.573 0.753 0.473
H -5.1351 1.3473 1.8716 -0.061 -0.254 -0.135
H -2.2482 -1.7786 2.6645 -0.385 0.057 -0.295
C 1.8153 -0.8798 1.6567 -0.088 -0.223 0.069
C 2.2517 -2.3367 1.7891 -0.005 -0.195 0.368
H 0.7051 -0.8425 1.6698 0.589 0.101 -0.025
H 2.1206 -0.2759 2.5293 0.079 -0.264 -0.398
H 1.8442 -2.7537 2.7241 0.214 0.014 -0.332
H 1.8714 -2.9413 0.9537 0.168 0.086 0.204
H 3.3449 -2.4316 1.8139 -0.307 -0.039 0.003
C 3.0568 -1.2237 -1.1238 0.240 -0.815 0.524
C 3.7658 -0.5477 -2.2967 0.041 0.239 -0.017
H 2.1814 -1.7735 -1.4991 0.567 0.143 0.182
H 3.7130 -1.9570 -0.6321 -0.073 0.086 -0.254
H 4.1417 -1.3124 -2.9839 0.034 0.218 0.136
H 3.0755 0.0910 -2.8528 -0.008 -0.009 -0.010
H 4.5960 0.0966 -1.9743 -0.148 -0.400 -0.147
C 3.9853 0.8418 0.6717 -0.093 0.097 0.057
C 4.9886 -0.0318 1.4384 0.157 -0.064 0.045
H 3.6925 1.6996 1.3006 0.049 -0.420 -0.421
H 4.4382 1.2622 -0.2387 -0.125 -0.060 0.301
H 5.9023 0.5577 1.6116 -0.270 -0.254 -0.068
H 4.6010 -0.3140 2.4304 0.086 0.025 -0.350
H 5.2812 -0.9493 0.9009 -0.118 0.362 0.161
Br -4.9412 -1.0265 3.5477 -0.714 -0.410 0.935
P -1.7116 -2.4625 -1.9716 -1.032 0.475 1.436
C -0.1232 -2.8683 -1.2177 0.143 0.196 -0.519
C 0.2317 -4.3404 -1.4403 0.110 -0.222 0.204
H -0.1280 -2.5977 -0.1561 -0.097 -0.110 -0.157
H 0.5782 -2.1957 -1.7269 -0.190 -0.262 0.070
H 1.2920 -4.5015 -1.2341 -0.093 -0.001 -0.029
H -0.3371 -4.9860 -0.7629 0.052 0.079 -0.182
H 0.0302 -4.6439 -2.4697 0.102 -0.035 0.113
C -3.1043 -2.6333 -0.7770 -0.236 -0.584 -0.240
C -4.2636 -3.4816 -1.3289 -0.241 -0.230 -0.100
H -3.4655 -1.6205 -0.5329 0.292 -0.345 -0.180
H -2.6972 -3.0882 0.1401 -0.083 0.120 -0.328
H -5.0155 -3.6424 -0.5420 0.261 0.107 -0.272
H -4.7619 -2.9847 -2.1774 0.202 -0.211 0.327
H -3.9112 -4.4688 -1.6605 -0.168 0.277 0.085
C -1.8769 -0.8238 -2.6784 0.542 0.197 -0.384
C -2.7197 -0.8767 -3.9439 -0.091 -0.137 -0.365
H -0.8710 -0.4273 -2.8645 -0.175 -0.003 -0.092
H -2.3417 -0.1769 -1.9308 0.014 -0.328 -0.009
H -3.0174 0.1259 -4.2490 0.028 -0.062 0.001
H -2.1301 -1.3323 -4.7375 -0.180 0.032 -0.177
H -3.6229 -1.4777 -3.8000 0.046 0.161 -0.071
S 1.2703 2.5841 0.9945 0.614 1.332 1.410
C 1.0041 2.2084 2.6349 -1.026 0.545 -0.438
N -0.3050 1.9694 2.9912 0.656 -1.169 0.179
C -0.6254 1.1870 4.0554 -0.023 1.166 0.664
C 0.3487 0.9331 4.9916 -0.444 -0.390 0.106
C 1.6428 1.4376 4.8075 0.166 0.567 -0.099
C 1.9647 2.1112 3.6404 0.364 -0.248 0.606
H -1.0138 2.2663 2.3317 0.011 -0.256 -0.116
H -1.6847 0.9734 4.2138 0.397 -0.015 -0.135
H 0.0799 0.4316 5.9142 0.049 -0.101 -0.210
H 2.3785 1.3311 5.6071 -0.190 0.021 -0.284
H 2.9422 2.5708 3.4781 -0.255 -0.423 -0.024
```
Positions in Å, forces in eV/Å.

## Properties
Energy above the lowest of the compared OMol25 structures with the same formula, charge and spin   38.0 kcal per mole
HOMO (spin up / spin down)   -12.65 / -13.37 eV
Molar mass   661.45 u
2S+1   5
Electronic energy   -6196.36748 Eh
Charge   +2

These are the Mulliken partial charges, in e, on atoms 1 to 6: -0.42, 0.73, -0.45, -0.43, -0.56, -0.52